[1]
Here is one molecule with the formula C19H27FN4O4S from the Open Molecules 2025 dataset. Energies are from ωB97M-V with the def2-TZVPD basis set.

ORCA input file:
```
! RIJCOSX wB97M-V def2-TZVPD def2/J DEFGRID3
* xyz 0 1
C 2.371 2.328 0.978
N 1.954 1.691 -0.263
C 2.946 1.260 -1.113
O 3.958 1.918 -1.302
C 2.729 0.028 -1.913
C 2.097 -1.191 -1.580
C 2.259 -2.029 -2.654
S 1.630 -3.635 -2.799
N 2.988 -4.576 -2.833
O 0.888 -3.874 -1.598
O 1.032 -3.809 -4.092
N 2.968 -1.373 -3.633
C 3.336 -1.902 -4.937
C 3.261 -0.135 -3.177
C 0.565 1.224 -0.332
C 0.199 0.263 0.818
C -0.870 -0.788 0.489
C -2.033 -0.255 -0.347
N -2.428 1.109 0.010
C -2.893 1.477 1.236
O -2.837 2.633 1.636
C -3.478 0.449 2.144
F -3.976 -0.690 1.590
C -3.540 0.599 3.454
C -3.991 -0.310 4.571
C -3.228 0.621 5.556
C -3.054 1.657 4.411
C -1.794 2.164 -0.777
C -0.355 2.455 -0.364
H 2.223 1.657 1.828
H 3.424 2.579 0.895
H 1.817 3.249 1.161
H 1.597 -1.460 -0.667
H 3.278 -4.858 -1.905
H 2.843 -5.369 -3.448
H 3.938 -1.154 -5.446
H 3.918 -2.814 -4.817
H 2.446 -2.122 -5.521
H 3.830 0.563 -3.768
H 0.465 0.704 -1.286
H 1.102 -0.256 1.150
H -0.135 0.857 1.674
H -0.437 -1.633 -0.054
H -1.251 -1.196 1.429
H -1.740 -0.211 -1.396
H -2.880 -0.931 -0.292
H -5.073 -0.284 4.710
H -3.673 -1.350 4.508
H -3.779 0.952 6.433
H -2.279 0.192 5.874
H -2.060 2.058 4.225
H -3.750 2.495 4.473
H -1.835 1.850 -1.822
H -2.385 3.070 -0.671
H -0.371 2.926 0.620
H 0.063 3.179 -1.068
*
```

lowest unoccupied orbital energy	0.44	eV
HOMO	-9.02	eV
orbital gap	0.348	Eh
SMILES string	CN(C(=O)c1cc(S(N)(=O)=O)n(C)c1)[C@H]1CCCN(C(=O)C(F)=C2CCC2)CC1
ΔE to the lowest compared entry with this formula, charge and spin	15.2	kJ/mol

=====

[2]
Here is C19H27GaN4O2PS4Sb as an isolated structure at a distorted geometry from the Open Molecules 2025 dataset. Energies are from ωB97M-V with the def2-TZVPD basis set.

ORCA input file:
```
! RIJCOSX wB97M-V def2-TZVPD def2/J DEFGRID3
* xyz 0 1
Ga 0.855 3.715 0.103
S 4.368 5.089 -3.397
Sb 3.489 4.741 -1.255
S 2.572 2.455 -0.458
S 1.144 5.487 -1.281
S 4.690 5.424 0.579
N -0.981 2.642 -0.170
C -1.833 3.300 0.850
C -3.200 2.603 1.132
C -3.354 1.091 1.154
C -3.293 0.409 2.532
N -1.960 0.464 3.195
C -1.073 -0.518 3.130
N -1.397 -1.743 2.723
N 0.218 -0.316 3.515
C -0.932 3.464 2.118
O -1.349 3.216 3.271
O 0.242 3.924 1.859
H -1.445 2.679 -1.086
H -0.936 1.635 0.044
H -2.028 4.318 0.502
H -3.924 3.034 0.392
H -3.525 2.986 2.131
H -2.727 0.574 0.395
H -4.389 0.813 0.798
H -3.570 -0.654 2.449
H -4.055 0.839 3.217
H -1.683 1.438 3.420
H -2.335 -1.986 2.341
H -0.768 -2.540 2.819
H 0.573 0.623 3.690
H 0.918 -1.013 3.159
C 1.350 0.036 -3.100
P 0.779 -0.574 -1.466
C 2.345 -1.412 -0.977
C 3.580 -0.957 -1.416
C 4.750 -1.683 -1.172
C 4.725 -2.810 -0.377
C 3.504 -3.184 0.197
C 2.318 -2.479 -0.076
C -0.318 -1.957 -1.933
C -1.666 -1.612 -2.063
C -2.644 -2.598 -2.151
C -2.264 -3.964 -2.142
C -0.907 -4.254 -1.990
C 0.089 -3.310 -1.964
H 2.017 -0.714 -3.588
H 1.896 0.963 -2.919
H 0.491 0.287 -3.762
H 3.642 0.004 -1.987
H 5.650 -1.313 -1.623
H 5.624 -3.362 -0.098
H 3.464 -4.031 0.862
H 1.348 -2.811 0.313
H -1.932 -0.546 -2.172
H -3.674 -2.300 -2.179
H -2.958 -4.773 -2.239
H -0.675 -5.290 -1.863
H 1.152 -3.548 -1.989
*
```

lowest unoccupied orbital energy	-0.96	eV
HOMO	-6.70	eV
orbital gap	0.211	Eh
ΔE to the lowest compared entry with this formula, charge and spin	0.0	kJ/mol

=====

[3]
Here is C19H27N2PtS5Sb as an isolated structure at a distorted geometry from the Open Molecules 2025 dataset. Energies are from ωB97M-V with the def2-TZVPD basis set.

ORCA input file:
```
! RIJCOSX wB97M-V def2-TZVPD def2/J DEFGRID3
* xyz -2 1
Pt 0.641 0.185 -0.457
S -2.597 -2.323 1.106
Sb -1.062 -2.042 -0.544
S -0.085 2.264 -0.866
S 1.156 -2.006 0.282
S -1.318 -3.084 -2.533
C 5.776 0.689 -2.430
C 5.115 0.780 -1.185
C 3.770 0.575 -1.103
C 2.996 0.266 -2.251
C 1.588 0.049 -2.183
C 0.906 -0.254 -3.334
C 1.577 -0.357 -4.570
C 2.922 -0.144 -4.662
C 3.659 0.174 -3.494
C 5.060 0.392 -3.552
H 6.846 0.853 -2.490
H 5.674 1.012 -0.289
H 3.257 0.649 -0.149
H -0.158 -0.443 -3.296
H 1.001 -0.617 -5.452
H 3.442 -0.217 -5.611
H 5.550 0.314 -4.516
C -3.426 1.651 1.712
C -3.468 3.059 2.279
C -2.267 3.954 1.963
C -1.037 3.728 2.837
N -0.315 2.531 2.455
C 0.535 1.844 3.241
S 1.971 1.214 2.692
N 0.100 1.620 4.538
C -1.258 1.103 4.735
C -1.427 -0.351 4.317
C -0.671 -1.353 5.200
C 0.629 -1.846 4.593
H -4.318 1.089 2.000
H -2.555 1.093 2.043
H -3.367 1.669 0.625
H -3.592 3.017 3.372
H -4.368 3.563 1.907
H -2.568 5.002 2.087
H -1.973 3.837 0.918
H -1.334 3.678 3.890
H -0.356 4.587 2.745
H -0.106 2.463 1.436
H 0.800 1.084 5.036
H -1.952 1.728 4.176
H -1.509 1.224 5.796
H -1.126 -0.480 3.276
H -2.498 -0.568 4.339
H -1.322 -2.208 5.394
H -0.484 -0.899 6.184
H 0.435 -2.424 3.695
H 1.175 -2.476 5.299
H 1.279 -1.026 4.289
*
```

lowest unoccupied orbital energy (alpha / beta)	4.40 / 4.40	eV
HOMO (alpha / beta)	-1.06 / -1.06	eV
orbital gap (alpha / beta)	0.201 / 0.201	Eh
ΔE to the lowest compared entry with this formula, charge and spin	84.7	kJ/mol

=====

[4]
Here is one molecule with the formula C19H27N3O5S3 at a distorted geometry from the Open Molecules 2025 dataset. Energies are from ωB97M-V with the def2-TZVPD basis set.

ORCA input file:
```
! RIJCOSX wB97M-V def2-TZVPD def2/J DEFGRID3
* xyz 0 1
C 0.867 3.864 -4.822
C -0.409 3.346 -4.168
C -0.135 2.723 -2.813
S -1.714 2.140 -2.138
O -2.503 3.253 -1.687
O -2.328 1.232 -3.067
C -1.190 1.207 -0.713
N -0.024 0.669 -0.682
C 0.225 -0.019 0.447
S 1.780 -0.901 0.345
O 2.722 -0.348 1.286
O 1.510 -2.313 0.452
C 2.272 -0.500 -1.326
C 3.056 0.612 -1.558
C 3.370 0.955 -2.862
C 2.901 0.195 -3.927
C 3.237 0.554 -5.342
C 2.116 -0.926 -3.665
C 1.798 -1.275 -2.366
C -0.806 -0.020 1.378
N -0.847 -0.487 2.631
C -2.103 -0.700 3.312
C -2.501 -2.186 3.165
N -1.482 -3.087 3.639
C -1.562 -3.539 5.005
C -1.715 -2.508 6.140
O -0.589 -1.656 6.201
C -0.186 -2.791 3.072
C 0.206 -1.309 3.196
S -2.151 0.913 0.711
H 0.647 4.284 -5.799
H 1.584 3.056 -4.944
H 1.322 4.639 -4.209
H -0.878 2.591 -4.801
H -1.123 4.161 -4.037
H 0.258 3.438 -2.097
H 0.509 1.850 -2.873
H 3.411 1.185 -0.717
H 3.984 1.823 -3.054
H 3.869 -0.217 -5.782
H 3.768 1.501 -5.393
H 2.333 0.620 -5.944
H 1.751 -1.522 -4.488
H 1.196 -2.140 -2.141
H -2.874 -0.052 2.894
H -1.950 -0.449 4.363
H -3.435 -2.382 3.692
H -2.656 -2.385 2.097
H -0.666 -4.129 5.204
H -2.432 -4.204 5.082
H -1.819 -3.072 7.076
H -2.633 -1.918 5.998
H -0.598 -1.174 7.034
H 0.573 -3.405 3.556
H -0.207 -3.051 2.008
H 1.152 -1.120 2.696
H 0.293 -1.045 4.253
*
```

lowest unoccupied orbital energy	0.46	eV
HOMO	-7.76	eV
orbital gap	0.302	Eh
SMILES string	CCCS(=O)(=O)c1nc(S(=O)(=O)c2ccc(C)cc2)c(N2CCN(CCO)CC2)s1
ΔE to the lowest compared entry with this formula, charge and spin	50.9	kJ/mol

=====

[5]
Here is a 3-piece molecular cluster, C19H27N3O7S overall at a distorted geometry from the Open Molecules 2025 dataset. Energies are from ωB97M-V with the def2-TZVPD basis set.

ORCA input file:
```
! RIJCOSX wB97M-V def2-TZVPD def2/J DEFGRID3
* xyz 0 1
C -1.031 -6.401 0.053
C -2.334 -6.555 -0.501
C -3.446 -5.501 -0.189
C -2.716 -4.099 -0.088
N -2.121 -3.678 -1.238
C -1.506 -2.442 -1.130
C -0.862 -1.884 -2.369
C -0.210 -0.592 -2.380
C -0.167 0.188 -1.086
N 0.510 1.470 -1.104
C 1.789 1.315 -0.327
C 2.451 -0.118 -0.385
C -0.796 -0.350 0.117
O -0.729 0.474 1.264
C -1.489 -1.697 0.142
N -2.036 -2.090 1.356
C -2.648 -3.293 1.170
S -3.458 -4.004 2.675
H -0.238 -5.709 -0.325
H -0.786 -7.025 0.963
H -2.512 -7.428 -1.188
H -4.073 -5.734 0.704
H -4.093 -5.412 -1.118
H -0.918 -2.486 -3.316
H 0.243 -0.252 -3.339
H 0.759 1.664 -2.077
H 1.517 1.490 0.759
H 2.496 2.117 -0.668
H 2.472 -0.588 -1.403
H 3.520 0.006 -0.027
H 1.993 -0.859 0.335
H -1.265 1.261 1.034
H -4.697 -3.413 2.785
C -2.610 3.203 -0.635
O -3.604 3.645 0.290
C -4.862 3.396 -0.095
O -5.195 2.853 -1.117
O -5.686 3.857 0.855
C -7.071 3.658 0.576
H -1.635 3.456 -0.222
H -2.661 2.120 -0.767
H -2.721 3.713 -1.593
H -7.298 2.594 0.492
H -7.360 4.186 -0.334
H -7.637 4.069 1.410
C 8.522 3.756 -0.360
O 8.181 3.302 0.950
C 7.060 2.573 1.004
O 6.355 2.289 0.070
O 6.859 2.216 2.278
C 5.688 1.427 2.485
H 9.442 4.332 -0.280
H 8.698 2.911 -1.026
H 7.740 4.404 -0.758
H 5.753 0.490 1.931
H 4.794 1.983 2.199
H 5.626 1.197 3.547
*
```

lowest unoccupied orbital energy	-0.64	eV
HOMO	-7.46	eV
orbital gap	0.251	Eh
SMILES string	C=CCc1nc2ccc(NCC)c(O)c2nc1S.COC(=O)OC.COC(=O)OC
ΔE to the lowest compared entry with this formula, charge and spin	682.5	kJ/mol

=====

[6]
Here is C19H27N7PdS as an isolated structure from the Open Molecules 2025 dataset. Energies are from ωB97M-V with the def2-TZVPD basis set.

ORCA input file:
```
! RIJCOSX wB97M-V def2-TZVPD def2/J DEFGRID3
* xyz 4 1
Pd -0.819 -0.656 0.053
N -2.098 -3.908 2.423
C -1.579 -2.873 1.838
S -0.679 -2.908 0.399
N -1.801 -1.649 2.575
N -1.441 -0.648 1.949
C -1.487 0.674 2.533
C -1.126 0.967 3.828
C -1.025 -0.022 4.885
C -0.822 0.371 6.171
C -0.640 1.739 6.472
C -0.635 2.723 5.465
C -0.849 2.353 4.174
C -1.854 1.642 1.492
C -2.641 2.748 1.768
C -2.973 3.625 0.734
C -2.517 3.348 -0.537
C -1.776 2.187 -0.755
N -1.447 1.345 0.218
H -2.038 -4.838 2.016
H -2.597 -3.820 3.305
H -1.164 -1.068 4.672
H -0.787 -0.358 6.969
H -0.456 2.033 7.500
H -0.420 3.752 5.719
H -0.755 3.088 3.387
H -3.031 2.905 2.764
H -3.591 4.492 0.927
H -2.757 3.990 -1.374
H -1.466 1.926 -1.757
N 1.622 -2.157 -4.915
C 2.124 -0.749 -4.616
C 1.033 0.131 -4.007
C 0.888 0.196 -2.471
N -0.103 -0.814 -1.917
C 2.237 0.044 -1.737
C 3.109 -1.080 -2.283
N 2.439 -2.384 -2.114
C 3.384 -0.835 -3.765
H 0.770 -2.154 -5.481
H 1.462 -2.657 -4.031
H 2.326 -2.679 -5.447
H 2.370 -0.344 -5.597
H 0.065 -0.079 -4.474
H 1.277 1.145 -4.330
H 0.481 1.178 -2.237
H 0.377 -1.720 -1.997
H -0.921 -0.859 -2.525
H 2.066 -0.087 -0.663
H 2.795 0.976 -1.841
H 4.061 -1.063 -1.750
H 2.338 -2.603 -1.125
H 3.091 -3.091 -2.455
H 4.065 -1.591 -4.167
H 3.917 0.113 -3.869
*
```

lowest unoccupied orbital energy	-14.75	eV
HOMO	-20.95	eV
orbital gap	0.228	Eh
ΔE to the lowest compared entry with this formula, charge and spin	0.0	kJ/mol

=====

[7]
Here is C19H28B2CaF8O15 as an isolated structure at a distorted geometry from the Open Molecules 2025 dataset. Energies are from ωB97M-V with the def2-TZVPD basis set.

ORCA input file:
```
! RIJCOSX wB97M-V def2-TZVPD def2/J DEFGRID3
* xyz 0 1
Ca 1.089 -0.026 -2.317
B 0.396 -0.433 -5.035
F 0.268 0.865 -4.431
F 0.081 -1.320 -4.002
F -0.454 -0.600 -6.140
F 1.665 -0.671 -5.550
B 3.677 0.217 -3.041
F 4.871 0.412 -3.677
F 2.833 1.334 -3.248
F 2.998 -0.914 -3.550
F 3.693 -0.076 -1.664
C 1.976 5.187 0.090
C 0.450 5.199 -0.115
O 0.160 3.901 -0.571
C 1.267 3.202 -0.789
O 1.363 2.149 -1.321
O 2.345 3.850 -0.268
H 2.222 5.442 1.118
H 2.474 5.812 -0.648
H 0.217 5.989 -0.832
H -0.134 5.393 0.786
C -3.838 -2.581 1.557
C -2.389 -2.215 1.319
C -1.381 -3.391 1.293
O -0.636 -3.188 0.097
C -1.077 -2.071 -0.536
O -0.640 -1.629 -1.555
O -2.239 -1.701 -0.008
H -4.333 -1.764 2.081
H -3.931 -3.431 2.245
H -4.408 -2.922 0.695
H -2.149 -1.402 1.999
H -1.911 -4.342 1.205
H -0.718 -3.431 2.156
C 0.257 2.414 2.975
C 1.155 1.192 3.020
C 0.349 -0.110 3.191
O 0.350 -0.648 1.858
C 1.235 0.012 1.073
O 1.530 -0.299 -0.028
O 1.800 1.000 1.764
H -0.337 2.359 3.890
H -0.368 2.503 2.088
H 0.870 3.315 3.043
H 1.917 1.318 3.785
H -0.675 0.068 3.507
H 0.871 -0.860 3.785
C 2.421 -3.990 2.325
C 3.230 -4.040 1.025
C 2.985 -5.211 0.047
O 2.539 -4.552 -1.134
C 2.414 -3.246 -0.984
O 2.068 -2.512 -1.861
O 2.762 -2.891 0.265
H 2.300 -2.940 2.585
H 2.994 -4.499 3.101
H 1.429 -4.415 2.190
H 4.272 -3.766 1.191
H 2.254 -5.918 0.428
H 3.936 -5.656 -0.234
C -4.613 2.168 0.575
C -4.278 2.071 -0.910
C -3.697 3.362 -1.525
O -2.389 2.928 -1.926
C -2.125 1.668 -1.592
O -1.082 1.154 -1.840
O -3.207 1.112 -0.996
H -4.824 1.166 0.947
H -5.568 2.677 0.737
H -3.805 2.672 1.100
H -5.125 1.726 -1.504
H -3.530 4.173 -0.812
H -4.116 3.652 -2.490
*
```

lowest unoccupied orbital energy	-0.40	eV
HOMO	-9.58	eV
orbital gap	0.337	Eh

=====

[8]
Here is C19H28BrCaClF5NNa2O4 as an isolated structure at a distorted geometry from the Open Molecules 2025 dataset. Energies are from ωB97M-V with the def2-TZVPD basis set.

ORCA input file:
```
! RIJCOSX wB97M-V def2-TZVPD def2/J DEFGRID3
* xyz 0 1
C -2.527 -2.191 5.082
C -2.181 -0.806 4.260
C -2.927 -0.629 2.787
C -2.631 0.694 1.829
C -1.580 1.810 2.445
C -1.234 3.105 1.501
C -0.620 2.649 0.050
C 0.435 1.398 0.168
C -0.188 0.030 -0.548
C 0.275 -1.365 0.178
C -0.775 -2.614 0.025
F -2.208 -2.242 0.075
F -0.541 -3.512 1.218
C -0.551 -3.549 -1.306
F -1.104 -2.805 -2.479
F 0.860 -3.997 -1.499
F -1.429 -4.768 -1.150
C -0.835 1.691 3.905
C -1.162 0.356 4.812
H -1.724 -3.041 4.962
H -2.716 -1.905 6.216
H -3.527 -2.622 4.612
H -3.683 -1.427 2.375
H -3.121 0.837 0.752
H -0.536 3.913 2.019
H -2.251 3.684 1.267
H -1.548 2.231 -0.555
H 1.372 1.692 -0.511
H 0.866 1.209 1.239
H 0.235 -0.015 -1.663
H -1.361 0.061 -0.655
H 1.287 -1.699 -0.360
H 0.545 -1.244 1.322
H -0.108 2.559 4.208
H -0.591 0.274 5.849
Na -1.171 3.053 5.982
Ca 1.400 1.573 4.447
C 1.184 6.326 -0.070
N 1.659 5.463 1.046
O 2.211 4.399 0.743
O 1.464 5.878 2.194
H 1.420 5.839 -1.018
H 0.104 6.446 0.044
H 1.701 7.284 0.012
C 3.609 4.112 -2.068
O 2.803 5.156 -2.192
H 4.620 4.199 -2.501
H 3.854 3.782 -1.044
H 3.276 3.160 -2.516
C 1.616 -4.368 -4.354
C 2.145 -4.560 -5.750
O 3.350 -4.496 -5.991
C 1.144 -4.833 -6.840
H 2.452 -4.179 -3.672
H 0.942 -3.508 -4.327
H 1.095 -5.271 -4.026
H 0.448 -3.995 -6.924
H 0.601 -5.757 -6.623
H 1.668 -4.951 -7.794
Cl -4.126 3.630 1.822
Na 1.185 -7.655 -6.699
Br -2.872 -4.491 5.685
*
```

lowest unoccupied orbital energy	-4.18	eV
HOMO	-5.37	eV
orbital gap	0.044	Eh
ΔE to the lowest compared entry with this formula, charge and spin	1084.3	kJ/mol

=====

Calculated total energy per entry: -47843.3991, -141743.2171, -87085.5620, -67352.7750, -49772.6249, -44847.0809, -92418.2879, -153231.9618 eV